(1)
Molecular formula: C19H31F2N3O8
Method: DFT, wB97M-V/def2-TZVPD

XYZ file:
```
63
Properties=species:S:1:pos:R:3:forces:R:3
C 1.194 -0.742 -0.041 0.867 0.909 1.368
C -1.365 4.646 -4.934 -0.309 -0.176 -0.605
H 0.519 -5.204 3.855 -0.069 -0.193 -0.079
H -0.815 -7.705 4.099 0.189 0.350 -0.219
C -2.456 -3.158 2.215 -3.877 -2.320 2.559
C 2.661 3.599 -1.314 0.080 0.547 -0.430
H -0.800 6.486 -5.923 -0.132 -0.083 0.079
H -1.093 -4.498 5.650 -0.065 -0.084 -0.051
H -2.548 6.326 -5.633 0.087 -0.045 -0.078
O -2.086 -3.739 0.889 0.317 1.980 2.291
H -2.295 2.830 -4.214 -0.029 0.168 -0.032
H 0.015 -4.593 1.464 0.348 1.415 -0.397
C -1.304 -5.345 4.991 -0.131 0.290 -0.231
C 0.147 -0.736 1.205 4.110 2.629 -0.397
H 0.850 -1.316 -1.024 0.869 1.429 2.245
H 4.167 4.448 -0.013 -0.141 0.038 -0.051
C 1.752 4.014 -2.460 -0.283 -0.202 -0.031
C -1.639 5.782 -5.907 0.094 0.362 0.048
H 0.375 -7.234 6.153 -0.088 0.152 -0.020
O -0.165 3.978 -5.314 0.281 -0.109 -0.031
H 2.881 5.588 -0.474 0.100 -0.066 -0.053
H 4.055 2.877 -2.483 -0.289 -0.087 0.311
C 1.818 0.659 2.490 0.471 -0.618 -1.746
O -1.832 0.583 -1.484 -4.390 -7.855 3.944
C 0.875 -6.451 5.572 0.412 0.016 -0.016
H 2.057 3.213 -0.486 0.193 -0.170 -0.126
H -1.753 5.403 -6.929 -0.103 -0.067 0.119
C 3.012 0.733 1.386 -3.779 -2.488 -1.699
H 1.154 -3.483 0.812 -1.062 -0.222 0.698
H -0.666 -2.941 -0.732 -0.937 -0.681 2.311
N 0.240 -3.573 1.312 -0.700 -0.140 -2.288
H 3.438 -0.062 -0.970 -1.795 0.062 1.940
C 3.508 4.765 -0.829 0.112 0.042 0.341
H 1.151 -5.636 6.249 -0.033 -0.116 -0.037
H -1.882 -6.089 5.551 0.164 0.008 0.053
C -2.876 0.387 1.371 -6.033 0.776 5.915
H -1.943 -5.001 4.170 0.185 -0.074 0.264
C 2.697 -0.038 -0.066 -3.638 0.412 5.052
O -3.399 -3.718 3.020 7.170 4.350 -5.964
O -1.681 -1.919 2.446 -1.987 -2.881 -2.894
H 4.156 5.139 -1.630 -0.163 0.001 -0.032
F -2.955 -1.530 -1.896 1.751 3.002 3.733
N 0.488 -0.014 2.464 3.256 -0.232 -4.528
H 4.039 1.292 1.582 -2.587 -1.305 -0.383
H 2.337 4.362 -3.319 -0.017 0.066 0.124
H -3.447 4.129 -4.605 0.070 -0.084 -0.059
O 3.515 2.543 -1.748 0.292 -0.354 -0.058
O -3.924 0.253 2.226 7.997 1.152 -6.584
O -0.338 -7.036 3.581 0.021 -0.211 -0.290
F -2.173 1.693 1.388 -1.798 -4.680 -0.742
H -0.294 3.614 -6.205 0.006 0.179 0.404
H -1.209 5.053 -3.928 0.187 -0.148 -0.137
C -2.512 3.648 -4.909 -0.121 -0.185 0.314
H -2.657 3.194 -5.896 -0.005 0.171 0.001
H 1.071 4.815 -2.153 0.069 -0.065 -0.070
H 1.157 3.162 -2.807 0.046 0.166 0.085
C -2.402 -0.497 -0.944 2.907 4.884 -4.097
H 2.055 1.251 3.502 -0.799 -1.600 -2.451
C -1.277 -1.533 1.053 2.979 -0.564 2.457
C -0.019 -5.951 4.448 -0.371 -0.296 0.677
N -2.502 -0.816 0.531 1.099 2.028 -2.232
C -0.870 -3.011 0.426 -0.905 0.693 1.771
H 1.791 -6.895 5.167 -0.094 0.122 0.034
```
Positions in Å, forces in eV/Å.

Total charge ... 0
LUMO level ... -1.14 eV
E_HOMO ... -9.45 eV
Maximum force ... 10.422 eV/Å
Spin multiplicity ... 1
SMILES ... N[C@H]1OC(=O)O[C@]1(c1ccccn1)N(C(=O)F)C(=O)F.CC(C)O.CC(C)O.CC(C)O
Kohn-Sham gap ... 8.31 eV


(2)
Molecular formula: C37H84F6N7O5P
Method: DFT, wB97M-V/def2-TZVPD

XYZ file:
```
140
Properties=species:S:1:pos:R:3:forces:R:3
C 8.626 18.755 13.967 -0.484 -0.960 0.246
H 13.291 13.959 17.139 -0.360 -0.006 0.091
C 11.055 16.554 9.456 0.220 0.151 1.218
H 12.960 18.731 19.497 -0.717 -0.159 -0.325
H 13.356 17.790 17.929 -0.587 0.763 -0.271
H 10.694 16.179 10.414 -0.338 0.351 0.152
H 11.869 15.118 17.245 0.077 -0.424 -0.025
H 8.870 19.212 16.583 0.012 -0.007 -0.266
H 10.065 13.827 8.806 -0.061 -0.395 -0.257
H 12.723 7.798 11.952 -0.263 -0.119 0.092
O 11.094 17.838 15.203 -0.513 0.477 -0.237
C 17.302 19.037 12.736 -2.225 0.001 -0.222
C 7.621 13.551 8.101 -0.021 1.448 0.014
C 11.795 18.647 8.234 0.815 -0.543 0.219
H 6.254 17.998 16.250 -0.352 0.228 -0.254
H 10.080 19.873 9.945 0.875 -0.066 0.363
H 8.075 14.750 11.375 0.856 -0.425 -0.288
H 11.658 16.483 19.048 -0.226 0.295 0.335
C 13.376 17.845 19.018 -0.054 -3.051 0.424
H 14.795 15.586 12.953 -0.372 -0.099 -0.212
C 7.863 16.391 14.671 0.731 1.288 1.332
H 12.086 9.330 15.197 0.235 -0.028 -0.313
C 17.213 17.653 12.738 0.902 1.557 0.230
H 15.172 11.402 10.614 0.112 -0.892 0.032
C 16.574 21.261 11.966 0.228 0.245 0.951
H 12.187 7.267 13.611 0.059 0.064 -0.160
H 10.570 9.027 11.165 0.323 0.599 0.047
H 12.497 19.359 10.720 0.535 -0.209 0.282
H 15.563 21.622 11.780 0.191 -0.001 0.014
H 8.260 17.687 17.183 0.462 -0.186 0.217
H 10.062 13.800 10.536 -0.653 0.057 0.243
H 15.383 11.034 12.394 -0.242 0.095 -0.219
H 10.945 17.787 17.178 -0.764 0.830 0.639
H 11.911 17.981 11.729 -0.216 -0.017 -0.224
F 10.861 14.719 14.938 0.356 -1.103 0.497
H 13.248 10.693 13.232 -0.296 0.315 0.054
H 10.391 10.967 15.980 0.249 -0.840 0.334
N 11.614 9.312 13.067 1.109 1.582 0.494
N 8.087 13.513 9.547 0.304 -1.357 1.184
F 12.484 13.488 13.901 -0.095 0.306 -0.898
C 12.409 10.547 12.551 -0.855 -2.003 0.102
F 12.321 15.026 12.030 -0.252 -0.409 0.627
H 9.517 9.765 12.483 0.500 0.144 0.151
C 12.927 14.941 17.441 0.166 0.946 0.594
H 15.125 18.390 18.836 0.911 0.166 0.441
C 15.215 13.604 12.293 -0.426 1.349 0.758
H 6.781 14.994 10.343 -0.120 0.051 -0.553
H 7.099 15.905 15.279 -0.375 0.485 -0.180
H 7.649 16.356 13.602 0.043 0.040 0.251
H 15.194 15.441 18.393 0.103 0.035 0.322
C 7.232 12.466 10.301 1.676 0.379 0.810
N 13.180 15.105 18.930 0.446 -0.098 -0.336
H 7.646 12.543 11.306 -0.149 -0.453 0.208
C 17.411 14.741 11.003 -1.218 0.456 0.499
H 10.236 16.467 16.478 -0.380 -0.277 -0.438
C 14.682 14.833 19.139 -1.041 1.252 -0.211
O 9.765 11.581 14.220 -0.235 -0.352 -1.237
H 10.388 10.564 8.316 -0.249 -0.394 -0.580
C 10.300 17.546 16.333 0.382 -0.955 0.836
H 15.554 17.413 9.784 0.015 -0.552 0.020
H 13.221 16.945 6.886 0.254 -0.457 -0.376
H 8.862 19.747 14.351 0.158 -0.241 0.115
C 16.581 17.074 11.677 -0.428 -1.114 -0.777
C 12.600 8.070 13.001 -1.068 1.384 -0.078
C 6.653 18.514 15.377 0.879 -0.555 -0.440
H 11.983 15.991 9.350 0.025 0.352 -0.735
H 15.627 19.975 9.962 -0.032 -0.177 -0.080
F 10.492 13.915 12.798 -0.309 -1.487 -0.474
N 8.030 17.897 15.099 0.197 0.748 0.068
C 16.019 19.263 10.673 1.328 -2.619 3.355
C 15.413 14.969 12.316 0.582 0.529 -0.194
H 13.169 17.624 10.514 0.385 0.538 0.369
C 9.664 13.284 9.662 -0.461 -0.158 0.258
H 8.145 14.429 7.722 -0.273 -0.098 -0.563
F 12.725 15.722 14.133 0.610 0.756 0.216
H 9.313 18.510 9.318 -0.237 -0.202 0.129
N 11.346 18.030 9.611 -0.704 1.807 1.031
P 11.608 14.793 13.489 -1.083 0.723 0.763
C 10.062 18.789 10.059 -0.431 -1.106 -1.505
H 17.706 12.677 10.466 0.347 0.056 0.053
C 8.880 18.136 16.406 -0.134 -0.396 -1.289
H 13.560 8.428 13.372 -0.176 -0.149 0.228
H 6.185 12.753 10.390 0.123 0.062 -0.688
H 18.305 15.156 10.561 0.071 -0.352 -0.320
C 10.813 11.037 14.977 -0.080 -0.063 0.771
F 10.565 16.029 13.286 0.919 1.073 -1.432
H 12.565 16.444 20.572 0.323 -0.243 -0.075
C 12.339 18.281 10.773 -0.618 -0.631 -1.800
H 17.685 19.537 13.614 0.281 0.449 -0.309
H 7.841 18.875 13.221 0.051 -0.130 -0.063
H 11.332 14.180 19.343 0.018 -0.321 0.077
H 12.752 13.061 19.114 -0.298 -0.031 0.245
C 7.855 14.809 10.309 -1.402 0.056 -0.826
H 11.522 19.686 8.049 -0.418 0.066 0.900
H 7.772 12.696 7.442 0.794 -0.359 0.832
H 9.741 18.453 11.045 0.299 0.047 -0.087
H 11.254 11.806 9.784 0.151 0.466 0.150
H 6.102 18.375 14.447 -0.410 -0.165 0.391
C 13.309 18.517 7.944 -0.441 -0.361 -0.101
C 12.376 13.972 19.578 0.353 1.053 -0.148
C 16.473 15.585 11.616 -0.262 -1.039 0.675
H 11.692 11.364 12.472 0.372 0.089 0.094
H 8.322 15.650 9.796 0.153 -0.213 0.143
H 17.314 21.801 11.376 -0.080 -0.531 -0.603
H 17.689 17.146 13.564 0.009 -0.359 -0.165
C 10.167 11.837 9.723 -1.136 0.416 -1.221
O 14.716 17.725 19.395 0.475 0.275 -0.282
H 12.518 13.965 20.659 0.134 0.019 -0.127
H 11.636 11.729 15.156 0.288 -0.038 -0.750
H 11.553 17.028 14.970 0.020 0.110 -0.097
H 13.498 15.679 16.878 0.047 0.106 0.195
H 9.819 12.534 14.119 0.271 -0.025 0.211
H 12.792 10.203 11.590 -0.018 0.401 -0.141
N 16.070 12.823 11.651 0.781 2.345 -0.219
C 16.002 17.836 10.671 -0.296 2.356 -1.509
C 10.352 9.112 12.230 0.775 -1.872 0.633
H 10.297 16.354 8.698 0.370 0.285 -0.189
H 8.781 15.880 14.962 0.084 0.175 -0.617
O 9.738 11.243 8.508 0.411 -0.150 0.429
H 16.780 10.916 11.383 -0.205 -0.054 -0.472
N 16.584 19.770 11.824 1.278 0.965 -1.058
H 13.610 19.133 7.097 -0.540 0.066 -0.349
H 11.200 18.039 7.553 0.289 0.189 -0.370
H 7.412 11.461 9.919 -0.238 0.267 -0.292
H 14.875 15.240 20.132 0.554 -0.660 -0.050
H 6.542 13.703 8.055 0.023 0.351 0.428
H 10.128 8.075 12.481 -0.756 0.063 0.087
H 10.441 8.925 14.831 -0.022 -0.144 -0.343
H 9.494 18.228 13.570 -0.082 0.294 0.144
C 15.828 11.438 11.485 -0.129 -1.499 0.115
H 14.891 13.786 18.921 -0.126 0.032 0.595
C 17.111 13.390 11.018 1.066 -0.450 -0.615
H 6.778 19.586 15.529 0.006 -0.134 0.257
H 14.356 13.204 12.812 0.157 -0.417 -0.029
O 13.641 17.158 7.723 0.093 0.232 0.456
H 9.773 11.275 10.569 -0.145 0.248 0.273
C 12.655 16.506 19.487 -0.090 0.022 -0.979
H 16.884 21.491 12.985 -0.413 -0.027 0.074
C 11.249 9.602 14.554 -0.680 0.185 0.035
H 13.962 18.916 8.721 -0.342 -0.205 0.423
```
Positions in Å, forces in eV/Å.

Total charge ... +6
LUMO level ... -13.57 eV
E_HOMO ... -22.02 eV
Maximum force ... 4.459 eV/Å
Spin multiplicity ... 1
Kohn-Sham gap ... 8.44 eV


(3)
Molecular formula: C5H5FO
Method: DFT, wB97M-V/def2-TZVPD

XYZ file:
```
12
Properties=species:S:1:pos:R:3:forces:R:3
H 0.503 -1.846 1.595 -0.062 -0.195 -0.260
C 0.485 -1.100 -2.325 -0.090 -2.548 1.323
C -0.082 -0.976 1.365 -1.602 1.602 -1.370
F -0.988 -1.060 0.240 1.618 -0.564 1.566
H -0.339 0.963 -2.216 -0.816 -0.090 0.860
C 0.291 0.158 -2.477 2.275 1.603 -3.339
C -0.454 1.389 2.365 1.483 1.514 -0.485
H 0.970 0.452 -3.382 -1.051 -0.423 1.570
O 0.746 -2.236 -2.178 -0.309 1.443 -0.374
H 0.158 2.251 2.023 -0.232 -0.610 -0.024
H -1.185 1.792 3.075 -0.087 -1.239 -0.105
C -0.106 0.213 1.914 -1.127 -0.495 0.638
```
Positions in Å, forces in eV/Å.

Relative energy (zero: lowest compared OMol25 entry of this formula, charge and spin) ... 3.2331 eV
Total charge ... 0
LUMO level ... 0.86 eV
E_HOMO ... -9.25 eV
Maximum force ... 4.347 eV/Å
Spin multiplicity ... 1
SMILES ... C=C=CF.C=C=O
Kohn-Sham gap ... 10.11 eV


(4)
Molecular formula: C4H4N2O3
Method: DFT, wB97M-V/def2-TZVPD

XYZ file:
```
13
Properties=species:S:1:pos:R:3:forces:R:3
C -1.002 -1.105 -0.250 1.133 -2.870 0.667
O -1.371 -2.227 -0.476 0.022 0.644 -0.094
O -1.287 1.358 -1.470 0.461 -1.286 0.761
O 1.830 -1.311 -1.042 -0.250 0.727 0.175
N 0.578 0.930 -0.178 -0.887 1.334 0.132
C 1.204 -0.682 -0.271 -0.884 -2.582 -0.015
C -0.834 0.658 -0.580 0.387 3.428 0.527
H 0.974 1.816 -0.484 -0.214 -0.208 0.035
H -2.609 0.040 0.490 0.087 -0.040 -0.291
H 0.631 -0.093 1.778 0.066 0.110 -0.064
N -1.595 -0.073 0.435 0.966 0.590 -0.882
C 1.243 0.153 0.916 -0.763 0.107 -0.860
H 2.239 0.535 1.132 -0.124 0.044 -0.091
```
Positions in Å, forces in eV/Å.

Relative energy (zero: lowest compared OMol25 entry of this formula, charge and spin) ... 4.8860 eV
Total charge ... 0
LUMO level ... -0.26 eV
E_HOMO ... -8.44 eV
Maximum force ... 3.490 eV/Å
Spin multiplicity ... 1
SMILES ... O=C1C[N@@H+]1[C@]1([O-])NC1=O
Kohn-Sham gap ... 8.18 eV